{
  "formula": "C45H48FN4O2",
  "method": "wB97M-V/def2-TZVPD",
  "symbols": ["C", "O", "C", "C", "C", "C", "C", "C", "C", "N", "C", "C", "C", "C", "C", "C", "C", "C", "C", "O", "N", "C", "C", "C", "C", "C", "C", "H", "H", "H", "H", "H", "H", "H", "H", "H", "H", "H", "H", "H", "H", "H", "H", "H", "H", "H", "H", "H", "H", "H", "H", "H", "H", "H", "F", "C", "C", "C", "C", "C", "C", "C", "C", "C", "C", "C", "C", "C", "C", "C", "C", "C", "N", "C", "C", "C", "N", "C", "C", "H", "H", "H", "H", "H", "H", "H", "H", "H", "H", "H", "H", "H", "H", "H", "H", "H", "H", "H", "H", "H"],
  "xyz": [[-1.831764, -6.122214, 2.184454], [-2.179818, -5.278978, 1.054318], [-2.009857, -3.932981, 1.148264], [-2.355057, -3.181316, 0.000460], [-1.960393, -1.869074, -0.119474], [-1.149635, -1.259110, 0.877522], [-0.793002, 0.136636, 0.800312], [-0.602818, 0.897531, 1.953372], [-0.556148, 2.289035, 1.959747], [-0.700762, 3.045218, 3.074549], [-0.939751, 4.488810, 3.028803], [0.065598, 5.240348, 2.139431], [-0.051177, 6.747764, 2.228065], [1.093362, 7.528278, 2.415261], [0.990807, 8.919360, 2.473833], [-0.260656, 9.534461, 2.320623], [-1.415084, 8.747755, 2.211913], [-1.305677, 7.357724, 2.143022], [-0.889117, 4.881756, 4.504009], [-0.964158, 6.008533, 4.987781], [-0.699199, 3.737369, 5.220738], [-0.733946, 3.742842, 6.661888], [-0.691632, 2.506648, 4.447578], [-1.941643, 1.666355, 4.773229], [0.596672, 1.736161, 4.746926], [-0.829017, -2.052619, 2.024512], [-1.386626, -3.304230, 2.241622], [-1.940599, -7.123770, 1.771224], [-0.796056, -5.959123, 2.524331], [-2.532366, -5.991002, 3.026462], [-2.914146, -3.697904, -0.772107], [-2.274367, -1.283083, -0.980273], [-0.888998, 0.642677, -0.144523], [-0.558728, 0.371893, 2.913540], [-0.478330, 2.812281, 0.998049], [-1.966716, 4.708669, 2.675369], [1.097857, 4.907188, 2.368808], [-0.147230, 4.919195, 1.106118], [2.054886, 7.021046, 2.510741], [1.886467, 9.524312, 2.638277], [-0.343484, 10.624360, 2.334898], [-2.404858, 9.207942, 2.178672], [-2.195226, 6.740793, 2.013430], [-0.740947, 4.774721, 7.019323], [-1.642862, 3.237217, 7.016489], [0.156519, 3.231043, 7.039580], [-2.765443, 2.311509, 5.107038], [-2.287206, 1.063318, 3.926091], [-1.683658, 0.993788, 5.598127], [1.457747, 2.409804, 4.623939], [0.543014, 1.399990, 5.785079], [0.726594, 0.870386, 4.097191], [-0.103588, -1.670149, 2.762827], [-1.276746, -3.866460, 3.180112], [-1.445940, -3.299665, -2.586684], [-0.101778, -3.138982, -3.038342], [0.520064, -4.533268, -3.115656], [-0.205736, -5.666579, -2.737723], [0.426151, -6.910088, -2.717237], [1.768429, -7.010261, -3.089263], [2.492069, -5.878912, -3.484761], [1.875970, -4.624943, -3.447436], [-0.260102, -2.434485, -4.386452], [-0.029719, -3.110001, -5.587506], [-0.315503, -2.480157, -6.805168], [-0.813449, -1.178680, -6.826779], [-1.074750, -0.520862, -5.620310], [-0.872585, -1.180351, -4.411155], [0.679583, -2.347363, -1.924389], [1.194839, -3.229040, -0.749240], [2.720708, -3.176951, -0.786667], [3.102183, -2.043174, -1.741828], [1.863796, -1.701152, -2.473483], [1.798118, -0.415203, -3.049099], [1.254512, 0.681768, -2.328382], [0.872099, 1.813955, -3.059420], [1.057429, 1.876395, -4.371003], [1.795784, 0.966695, -5.003499], [2.240892, -0.197914, -4.370273], [-1.247662, -5.556913, -2.438616], [-0.147107, -7.784073, -2.409414], [2.259804, -7.980986, -3.072130], [3.534061, -5.953785, -3.812401], [2.424046, -3.693383, -3.637815], [0.334593, -4.137171, -5.561648], [-0.150742, -3.019683, -7.738633], [-1.006672, -0.669989, -7.772362], [-1.443303, 0.508981, -5.622191], [-1.225070, -0.733320, -3.476828], [-0.013589, -1.586453, -1.539428], [0.797823, -2.781771, 0.167740], [0.789539, -4.249694, -0.791751], [3.173149, -3.006065, 0.189549], [3.123817, -4.124220, -1.156201], [3.462104, -1.162716, -1.175429], [3.889498, -2.303728, -2.472699], [1.143641, 0.698203, -1.243799], [0.401748, 2.673667, -2.581790], [2.039837, 1.159321, -6.055752], [2.836386, -0.949708, -4.908222]],
  "forces_ev_per_angstrom": [[-0.179, 0.153, -0.290], [-0.162, 0.991, 0.780], [0.260, -0.508, -0.502], [-0.065, -0.343, 0.446], [0.096, 0.188, 0.375], [0.149, -0.563, 0.326], [-0.653, -0.028, 1.525], [0.596, -1.250, -0.176], [-0.507, 1.293, 1.321], [0.298, -1.187, -2.263], [-0.122, 0.833, 0.027], [0.180, -0.271, -0.242], [-0.041, 0.135, 0.091], [-0.363, -0.068, -0.017], [-0.249, 0.059, -0.201], [0.053, -0.272, 0.363], [0.207, -0.136, -0.167], [0.322, 0.300, -0.074], [0.345, 1.161, 0.897], [-0.073, -1.664, -0.950], [-0.138, 0.533, -0.423], [-0.001, -0.356, 0.292], [-0.119, -0.151, 0.525], [-0.141, -0.060, 0.082], [0.217, 0.309, -0.067], [-0.342, 0.475, 0.417], [0.437, -0.202, -0.144], [0.084, 0.047, 0.245], [-0.357, 0.013, -0.260], [0.227, 0.068, -0.385], [0.120, 0.215, 0.032], [0.085, -0.175, 0.061], [-0.016, 0.109, -0.383], [-0.354, 0.264, -0.731], [-0.256, 0.012, 0.505], [0.418, -0.290, 0.121], [-0.504, 0.189, 0.021], [0.189, 0.173, 0.157], [-0.166, 0.273, 0.025], [-0.332, -0.195, -0.145], [0.045, -0.404, 0.057], [0.366, -0.072, -0.087], [0.108, 0.265, 0.074], [0.027, -0.165, -0.225], [0.259, 0.092, 0.082], [-0.206, 0.111, 0.176], [0.200, -0.155, -0.221], [0.104, 0.156, 0.227], [-0.230, 0.044, -0.142], [-0.219, -0.265, 0.050], [0.170, -0.031, -0.169], [0.092, 0.117, 0.291], [-0.641, -0.116, -0.290], [0.377, 0.467, -0.557], [0.476, 0.143, 0.141], [0.180, -0.670, -0.073], [-0.155, 0.251, -0.031], [0.245, 0.140, -0.213], [0.085, 0.309, -0.032], [0.082, -0.057, -0.137], [-0.216, 0.208, 0.177], [-0.104, -0.292, -0.178], [-0.397, -0.433, 0.172], [0.012, 0.355, -0.031], [0.049, -0.075, 0.093], [0.190, 0.060, 0.237], [-0.207, -0.036, 0.009], [0.048, 0.117, -0.123], [-0.238, 0.354, -0.197], [-0.781, 0.465, 0.097], [0.479, -0.406, -0.368], [-0.151, 0.577, -0.201], [0.978, -0.518, 0.332], [-0.149, 0.725, -0.024], [0.044, 0.106, -0.842], [0.514, -1.089, -0.004], [0.122, 0.979, -0.558], [0.316, -0.297, 0.565], [-0.417, 0.058, 0.381], [0.285, -0.110, -0.145], [0.269, 0.124, -0.092], [-0.106, 0.168, -0.063], [-0.386, -0.083, 0.255], [-0.203, -0.612, -0.235], [-0.008, 0.352, -0.124], [-0.042, 0.160, 0.244], [0.075, -0.187, 0.251], [-0.012, -0.426, -0.019], [0.357, 0.024, -0.291], [0.058, -0.165, -0.140], [0.238, -0.079, -0.037], [0.255, 0.365, -0.004], [-0.141, -0.026, 0.060], [-0.102, 0.116, 0.067], [-0.086, -0.216, -0.203], [-0.171, -0.051, 0.431], [-0.115, -0.461, -0.242], [0.012, -0.149, -0.103], [-0.235, -0.089, 0.424], [-0.540, 0.254, 0.297]],
  "lowdin_charge": [-0.037, -0.060, -0.237, 0.021, -0.024, -0.231, 0.040, -0.071, 0.028, 0.050, -0.152, -0.084, -0.240, -0.039, -0.068, -0.074, -0.065, -0.047, -0.362, 0.104, -0.045, 0.002, -0.462, 0.020, 0.011, -0.018, 0.005, 0.098, 0.098, 0.105, 0.129, 0.127, 0.114, 0.077, 0.149, 0.168, 0.136, 0.117, 0.112, 0.109, 0.108, 0.109, 0.111, 0.104, 0.100, 0.096, 0.102, 0.083, 0.096, 0.112, 0.091, 0.070, 0.127, 0.120, -0.014, -0.267, -0.187, -0.024, -0.068, -0.080, -0.060, -0.051, -0.137, -0.007, -0.063, -0.076, -0.081, -0.045, -0.184, -0.084, -0.138, -0.138, -0.078, -0.235, -0.011, -0.153, 0.049, -0.138, 0.018, 0.116, 0.106, 0.103, 0.112, 0.119, 0.116, 0.108, 0.108, 0.110, 0.116, 0.107, 0.090, 0.121, 0.109, 0.102, 0.119, 0.121, 0.093, 0.100, 0.118, 0.127],
  "largest_force_ev_per_a": 2.6,
  "homo_energy_ev": -10.44,
  "energy_ev": -60209.7969,
  "charge": 1,
  "gap_ev": 5.835,
  "mol_weight_da": 695.90
}

***

{
  "formula": "C45H48N3O6P2PrS3",
  "method": "wB97M-V/def2-TZVPD",
  "symbols": ["Pr", "O", "C", "C", "N", "C", "C", "O", "O", "C", "C", "O", "O", "H", "H", "H", "H", "H", "H", "H", "H", "H", "S", "P", "C", "P", "S", "C", "C", "C", "C", "C", "C", "C", "C", "C", "C", "C", "C", "C", "C", "C", "C", "C", "C", "C", "C", "C", "C", "C", "C", "H", "H", "H", "H", "H", "H", "H", "H", "H", "H", "H", "H", "H", "H", "H", "H", "H", "H", "H", "H", "O", "S", "C", "C", "C", "C", "C", "C", "C", "C", "C", "C", "C", "C", "H", "H", "H", "H", "H", "H", "H", "H", "H", "H", "N", "C", "C", "N", "H", "H", "H", "H", "H", "H", "H", "H", "H"],
  "xyz": [[0.426362, -0.721790, -0.002976], [2.123412, -0.508321, 3.041163], [3.473144, -0.990391, 3.003978], [3.666551, -2.038200, 1.910981], [3.194080, -1.630279, 0.578280], [3.954027, -0.487171, 0.051611], [3.373197, 0.793433, 0.669227], [4.073412, 1.683916, 1.128510], [2.077959, 0.771008, 0.744455], [3.177631, -2.818618, -0.299861], [1.908190, -3.596123, 0.082800], [2.012967, -4.639425, 0.724015], [0.803919, -2.980894, -0.177705], [1.935216, -0.211119, 2.111017], [3.671130, -1.453346, 3.971562], [4.164661, -0.155148, 2.865224], [3.122893, -2.940569, 2.191644], [4.738156, -2.286289, 1.886459], [3.781497, -0.422837, -1.024783], [5.030216, -0.560491, 0.238290], [4.063793, -3.445288, -0.161147], [3.102686, -2.502128, -1.336071], [1.510043, -0.927209, -2.578114], [0.652585, 0.910637, -2.652771], [-0.324380, 1.448663, -1.337419], [-1.957986, 0.892842, -1.382433], [-2.373055, -0.882765, -0.480901], [-2.989967, 0.976170, -2.895397], [-3.026782, 2.172310, -3.607659], [-3.840380, 2.290917, -4.720748], [-4.628261, 1.219680, -5.122956], [-4.591011, 0.028634, -4.416993], [-3.767743, -0.097761, -3.307198], [-2.863165, 2.172044, -0.403537], [-4.048016, 1.869180, 0.262752], [-4.728839, 2.852158, 0.965569], [-4.235823, 4.149363, 1.003261], [-3.061160, 4.461674, 0.333388], [-2.376663, 3.476140, -0.365036], [0.010801, 1.022477, -4.357421], [-0.603023, -0.078904, -4.945063], [-1.057443, -0.001288, -6.251666], [-0.886166, 1.168093, -6.979862], [-0.283906, 2.269798, -6.393617], [0.155216, 2.202581, -5.080452], [2.072658, 2.062406, -2.703267], [3.110020, 1.846940, -3.609397], [4.207935, 2.691007, -3.624757], [4.283960, 3.750167, -2.728371], [3.255031, 3.965701, -1.824792], [2.148598, 3.126553, -1.814652], [-2.413167, 3.003596, -3.279543], [-3.862138, 3.217759, -5.280221], [-5.268117, 1.315741, -5.991524], [-5.204375, -0.807776, -4.729258], [-3.736544, -1.022124, -2.744273], [-4.419843, 0.852041, 0.230660], [-5.647748, 2.607516, 1.484172], [-4.768863, 4.916864, 1.550959], [-2.678652, 5.475218, 0.356549], [-1.453133, 3.698261, -0.888412], [-0.697658, -0.997860, -4.379757], [-1.540475, -0.858213, -6.704140], [-1.223955, 1.218374, -8.007822], [-0.151297, 3.183725, -6.959985], [0.631451, 3.057418, -4.615344], [3.045816, 1.008627, -4.293163], [5.011709, 2.523675, -4.331217], [5.148829, 4.401707, -2.728339], [3.314494, 4.788563, -1.122950], [1.333320, 3.277345, -1.117337], [-0.270100, -1.556235, 2.055480], [0.249377, -2.963620, 2.248021], [-1.188702, -4.018601, 2.066348], [-2.453656, -3.463433, 2.146648], [-3.557632, -4.283906, 1.977336], [-3.385240, -5.638439, 1.728157], [-2.108866, -6.176560, 1.629485], [-0.997305, -5.363391, 1.789847], [0.412298, -3.133264, 4.040559], [1.111742, -4.240213, 4.503979], [1.427715, -4.331800, 5.850313], [1.059126, -3.313345, 6.720302], [0.364086, -2.208656, 6.247608], [0.045923, -2.113661, 4.900959], [-2.559349, -2.397966, 2.310488], [-4.552967, -3.862613, 2.029884], [-4.250771, -6.274040, 1.591388], [-1.979954, -7.227155, 1.405166], [0.006279, -5.749787, 1.665676], [1.409616, -5.014490, 3.804562], [1.974667, -5.188306, 6.222032], [1.320476, -3.377821, 7.768776], [0.076658, -1.418908, 6.930713], [-0.486099, -1.260655, 4.497491], [1.588997, 2.233830, 3.816022], [1.017242, 2.963016, 2.638317], [-0.431216, 2.590324, 2.349904], [-0.667973, 1.212812, 1.901788], [2.438381, 2.698991, 4.125730], [1.880249, 1.228293, 3.559316], [0.927055, 2.204309, 4.587733], [1.631475, 2.711605, 1.779804], [1.078993, 4.031591, 2.844427], [-0.732251, 3.249592, 1.537029], [-1.050415, 2.852902, 3.220245], [-1.422902, 1.225407, 1.224912], [-0.982783, 0.615578, 2.657369]],
  "forces_ev_per_angstrom": [[-0.051, 1.077, -0.780], [0.178, 0.353, 0.025], [-0.080, 0.005, -0.178], [-0.124, 0.104, 0.194], [0.229, -0.131, -0.134], [-0.176, 0.079, 0.071], [0.142, -0.169, 0.193], [-0.025, 0.068, -0.128], [0.324, 0.492, 0.004], [-0.170, -0.019, 0.158], [0.491, -0.304, 0.039], [-0.161, -0.024, -0.381], [0.298, -0.735, -0.266], [0.187, 0.129, 0.677], [0.023, -0.014, -0.015], [0.033, -0.014, 0.036], [0.039, -0.046, -0.030], [0.006, -0.062, -0.068], [0.007, -0.022, -0.013], [-0.003, 0.016, 0.083], [-0.009, -0.008, 0.005], [0.069, 0.074, -0.009], [-0.048, -0.154, -0.227], [0.175, 1.074, 0.093], [-0.783, -1.338, -1.318], [0.193, 0.997, 0.347], [-0.125, -0.089, -0.014], [0.242, -0.130, -0.037], [0.022, -0.041, 0.016], [0.025, 0.065, -0.039], [0.000, -0.010, -0.058], [-0.038, -0.045, -0.056], [0.009, 0.039, 0.070], [-0.037, -0.100, 0.029], [0.042, 0.016, -0.028], [-0.041, -0.040, 0.022], [0.012, 0.050, 0.025], [-0.043, 0.033, 0.024], [-0.028, 0.000, -0.068], [-0.044, 0.062, 0.089], [0.034, 0.073, -0.028], [-0.066, -0.033, 0.019], [-0.079, -0.030, -0.060], [-0.010, 0.124, -0.018], [-0.041, -0.063, 0.067], [0.010, -0.049, 0.060], [-0.020, 0.046, 0.056], [0.030, -0.042, -0.064], [-0.031, 0.044, 0.080], [0.050, 0.053, -0.012], [-0.004, -0.017, -0.052], [0.003, 0.024, -0.062], [0.007, 0.007, 0.015], [0.006, 0.002, 0.006], [0.010, 0.008, -0.003], [0.015, 0.002, -0.031], [-0.029, 0.012, 0.029], [0.004, -0.003, -0.007], [-0.001, -0.005, -0.006], [0.003, -0.002, -0.016], [0.022, -0.019, 0.019], [-0.020, -0.016, -0.020], [0.011, 0.002, -0.011], [-0.004, 0.005, 0.012], [-0.001, -0.014, 0.000], [-0.013, 0.023, -0.061], [0.055, 0.003, -0.012], [-0.014, -0.016, 0.000], [-0.001, -0.003, -0.020], [0.014, -0.011, 0.006], [-0.007, -0.043, 0.008], [-0.565, -0.074, 0.697], [-0.392, -0.887, 1.699], [0.055, -0.028, -0.229], [0.053, 0.159, 0.045], [-0.015, -0.013, 0.020], [0.000, -0.015, -0.014], [-0.057, 0.020, 0.035], [0.116, -0.012, -0.002], [0.258, 0.190, -0.064], [-0.062, -0.015, -0.126], [-0.026, 0.010, 0.046], [0.008, -0.002, 0.028], [-0.009, -0.032, 0.002], [-0.177, 0.014, -0.136], [-0.040, -0.026, -0.023], [0.005, 0.008, -0.006], [0.008, -0.001, -0.004], [0.020, 0.002, 0.008], [0.014, 0.012, -0.040], [0.061, 0.007, 0.035], [-0.009, -0.012, -0.022], [-0.011, -0.013, -0.005], [-0.013, -0.005, -0.009], [0.060, 0.029, 0.038], [0.509, -0.934, -0.412], [-0.375, -0.065, -0.558], [-0.031, -0.144, 0.019], [0.273, 0.219, 0.413], [0.072, 0.012, 0.065], [-0.455, 0.427, 0.079], [0.014, -0.060, 0.079], [0.210, -0.072, -0.018], [0.009, -0.045, 0.101], [-0.042, 0.072, 0.043], [-0.052, 0.025, -0.044], [-0.133, 0.007, 0.012], [0.026, -0.058, 0.005]],
  "lowdin_charge": [0.463, -0.124, -0.179, -0.136, -0.158, -0.070, -0.601, 0.047, -0.237, -0.095, -0.642, 0.013, -0.267, 0.023, 0.127, 0.113, 0.110, 0.138, 0.101, 0.138, 0.132, 0.067, 0.461, 0.463, -0.555, 0.454, 0.416, -0.330, -0.088, -0.079, -0.089, -0.084, -0.107, -0.349, -0.096, -0.083, -0.095, -0.093, -0.123, -0.343, -0.108, -0.077, -0.091, -0.086, -0.088, -0.351, -0.104, -0.082, -0.091, -0.083, -0.089, 0.108, 0.104, 0.100, 0.102, 0.060, 0.079, 0.101, 0.099, 0.101, 0.092, 0.091, 0.105, 0.100, 0.101, 0.108, 0.101, 0.101, 0.099, 0.099, 0.081, -0.623, 1.097, -0.318, -0.071, -0.066, -0.078, -0.066, -0.059, -0.325, -0.068, -0.073, -0.086, -0.079, -0.073, 0.101, 0.107, 0.103, 0.107, 0.103, 0.117, 0.107, 0.102, 0.101, 0.103, 0.195, -0.137, -0.206, 0.038, 0.162, 0.143, 0.157, 0.105, 0.130, 0.102, 0.121, 0.019, 0.079],
  "largest_force_ev_per_a": 2.0,
  "homo_energy_ev": [-6.97, -6.99],
  "energy_ev": -129355.9119,
  "gap_ev": [6.470, 6.486],
  "spin_multiplicity": 3,
  "mol_weight_da": 1025.95
}